No. 1
{
  "formula": "C19H45NO10Si",
  "method": "ωB97M-V with the def2-TZVPD basis set",
  "spin_multiplicity": 1,
  "homo_energy_ev": -9.2,
  "lumo_energy_ev": 0.655,
  "orbital_gap_ha": 0.3638,
  "smiles": "O=C=N[SiH3].COCCOCCOC.COCCOCCOC.COCCOCCOC",
  "species": ["O", "C", "N", "Si", "H", "H", "H", "C", "O", "C", "C", "O", "C", "C", "O", "C", "H", "H", "H", "H", "H", "H", "H", "H", "H", "H", "H", "H", "H", "H", "C", "O", "C", "C", "O", "C", "C", "O", "C", "H", "H", "H", "H", "H", "H", "H", "H", "H", "H", "H", "H", "H", "H", "C", "O", "C", "C", "O", "C", "C", "O", "C", "H", "H", "H", "H", "H", "H", "H", "H", "H", "H", "H", "H", "H", "H"],
  "xyz": [[-1.2202, -7.1692, -4.7449], [-0.6616, -6.1495, -4.8146], [-0.0032, -5.1252, -4.7239], [-0.8561, -3.7888, -3.9260], [-1.6002, -4.2471, -2.7343], [-1.7752, -3.0760, -4.8268], [0.1639, -2.8319, -3.4668], [-1.7823, -0.2531, -10.8544], [-1.1483, 0.2476, -9.6999], [-1.9990, 0.2209, -8.5666], [-1.1922, 0.2789, -7.2887], [-0.6213, -0.9663, -6.9121], [0.5035, -1.4073, -7.6610], [1.7785, -0.6550, -7.3501], [1.8043, 0.5888, -8.0291], [2.7441, 1.4781, -7.4713], [-2.6670, 0.3418, -11.1093], [-1.0697, -0.1962, -11.6749], [-2.0733, -1.3011, -10.7159], [-2.6075, -0.6918, -8.5703], [-2.6648, 1.0940, -8.6142], [-1.8786, 0.5310, -6.4771], [-0.4358, 1.0644, -7.3341], [0.2929, -1.4037, -8.7319], [0.6526, -2.4467, -7.3587], [2.6386, -1.2506, -7.6866], [1.8513, -0.4978, -6.2670], [2.5021, 1.6970, -6.4247], [2.7013, 2.4053, -8.0394], [3.7596, 1.0699, -7.5341], [2.0922, 1.1341, 2.7877], [0.9196, 0.5856, 2.2303], [0.6123, 1.1423, 0.9636], [-0.3147, 0.2304, 0.1910], [0.3411, -0.8680, -0.4293], [0.7518, -1.9188, 0.4397], [-0.3980, -2.7675, 0.9410], [-1.0636, -2.1160, 2.0100], [-2.3503, -2.6447, 2.2347], [1.9860, 2.2148, 2.9368], [2.2522, 0.6566, 3.7527], [2.9596, 0.9294, 2.1492], [1.5310, 1.3017, 0.3859], [0.1179, 2.1107, 1.1225], [-0.7343, 0.8103, -0.6342], [-1.1464, -0.1044, 0.8126], [1.3526, -1.5347, 1.2653], [1.3984, -2.5563, -0.1672], [-0.0104, -3.7264, 1.3126], [-1.0966, -2.9566, 0.1165], [-2.9842, -2.5209, 1.3488], [-2.7961, -2.0936, 3.0607], [-2.2998, -3.7065, 2.5028], [0.0562, 3.5253, 11.0872], [-0.3222, 2.9789, 9.8448], [-0.6759, 3.9790, 8.9045], [-0.5934, 3.4415, 7.4932], [0.7276, 3.3935, 6.9735], [1.5713, 2.3596, 7.4607], [1.2439, 0.9914, 6.9048], [0.1408, 0.4225, 7.5874], [-0.4444, -0.6319, 6.8556], [-0.7636, 4.1014, 11.5320], [0.3077, 2.6993, 11.7496], [0.9380, 4.1676, 10.9784], [-0.0096, 4.8447, 9.0026], [-1.7075, 4.2972, 9.1109], [-1.1269, 4.1393, 6.8440], [-1.0879, 2.4719, 7.4109], [1.5941, 2.3465, 8.5519], [2.5720, 2.6258, 7.1130], [2.1097, 0.3271, 7.0405], [1.0210, 1.0776, 5.8342], [-0.8194, -0.2766, 5.8889], [-1.2823, -1.0131, 7.4363], [0.2732, -1.4443, 6.6921]],
  "forces_ev_per_angstrom": [[0.03, 0.17, -0.67], [0.51, -0.29, 1.06], [-1.08, 0.04, -0.23], [0.52, 0.66, 0.12], [-0.01, -0.25, -0.09], [-0.03, -0.19, -0.15], [0.07, -0.08, -0.05], [0.07, 0.09, 0.04], [0.05, -0.21, 0.03], [0.16, 0.20, -0.17], [-0.10, -0.02, 0.15], [0.02, 0.02, -0.05], [-0.02, -0.15, 0.13], [0.03, 0.10, -0.30], [-0.13, 0.09, 0.15], [-0.03, -0.04, -0.11], [-0.04, -0.06, -0.03], [0.01, 0.04, 0.01], [-0.09, 0.02, -0.02], [-0.02, 0.00, 0.05], [-0.12, -0.08, 0.09], [-0.01, -0.04, 0.01], [0.02, -0.01, -0.18], [0.08, 0.16, -0.03], [-0.02, 0.01, 0.04], [0.01, -0.08, 0.15], [0.01, -0.05, 0.02], [0.08, -0.03, 0.03], [0.00, -0.02, -0.04], [0.02, 0.03, 0.07], [-0.15, -0.02, 0.01], [0.13, -0.16, -0.05], [-0.12, -0.03, 0.28], [-0.03, 0.11, -0.25], [0.02, -0.05, 0.19], [-0.01, -0.06, -0.24], [0.12, 0.09, 0.35], [-0.14, 0.09, -0.12], [0.10, 0.03, 0.07], [0.11, 0.02, 0.00], [-0.03, 0.01, 0.01], [0.02, 0.11, -0.01], [-0.02, 0.01, -0.04], [0.05, 0.06, -0.15], [0.04, -0.01, -0.03], [0.10, 0.01, 0.14], [-0.15, -0.01, 0.13], [-0.04, 0.02, -0.06], [0.00, -0.07, -0.17], [0.03, -0.02, -0.03], [-0.02, -0.09, 0.00], [0.04, 0.00, 0.02], [-0.07, -0.02, -0.04], [-0.07, -0.09, -0.05], [0.21, 0.02, -0.04], [-0.12, -0.25, 0.14], [-0.02, 0.12, -0.11], [-0.01, -0.03, 0.04], [0.11, 0.07, -0.11], [-0.07, -0.15, 0.28], [-0.16, 0.11, -0.11], [0.02, 0.03, 0.11], [0.05, 0.05, 0.03], [-0.04, -0.02, -0.01], [-0.05, 0.07, 0.04], [-0.01, 0.03, -0.04], [0.03, 0.15, -0.07], [0.04, 0.02, -0.01], [0.04, -0.05, 0.16], [-0.12, -0.12, 0.01], [-0.02, 0.02, -0.03], [0.08, 0.07, -0.16], [0.04, 0.03, -0.02], [0.06, -0.06, -0.05], [0.03, 0.00, 0.04], [-0.02, -0.01, -0.08]]
}

---

No. 2
{
  "formula": "C19H46Br3N3O6",
  "method": "ωB97M-V with the def2-TZVPD basis set",
  "spin_multiplicity": 1,
  "homo_energy_ev": -8.3,
  "lumo_energy_ev": -0.341,
  "orbital_gap_ha": 0.2939,
  "species": ["C", "O", "C", "C", "N", "C", "C", "O", "C", "H", "H", "H", "H", "H", "H", "H", "H", "H", "H", "H", "H", "H", "H", "H", "C", "O", "C", "C", "N", "C", "C", "O", "C", "H", "H", "H", "H", "H", "H", "H", "H", "H", "H", "H", "H", "H", "H", "H", "C", "O", "C", "C", "N", "C", "C", "O", "C", "H", "H", "H", "H", "H", "H", "H", "H", "H", "H", "H", "H", "H", "H", "H", "C", "Br", "Br", "Br", "H"],
  "xyz": [[-4.9329, 2.4138, 2.9574], [-4.8386, 2.3943, 1.5423], [-3.6674, 1.8395, 1.0621], [-3.7917, 1.7664, -0.4597], [-3.1507, 2.8949, -1.0930], [-3.0741, 2.7461, -2.5665], [-2.3301, 4.0852, -2.9963], [-3.1012, 5.2382, -2.6168], [-2.7277, 6.5117, -2.9606], [-5.9376, 2.7407, 3.2257], [-4.2898, 3.0803, 3.5321], [-4.8617, 1.3929, 3.3325], [-3.4559, 0.8617, 1.4947], [-2.8277, 2.4563, 1.3825], [-4.8195, 1.5848, -0.7739], [-3.2499, 0.8800, -0.7896], [-3.6931, 3.7084, -0.8400], [-4.0691, 2.7708, -3.0108], [-2.6179, 1.8151, -2.9028], [-2.1624, 4.1285, -4.0725], [-1.3845, 4.0362, -2.4563], [-2.5856, 6.5148, -4.0413], [-1.8118, 6.8438, -2.4716], [-3.4888, 7.2026, -2.5983], [-4.9565, -6.6156, -0.5517], [-3.8533, -5.8159, -0.1181], [-2.6687, -6.1311, -0.8397], [-1.3730, -5.6426, -0.1061], [-1.3111, -6.2541, 1.2661], [-0.4682, -5.6231, 2.3070], [0.9845, -5.4354, 1.8359], [1.1621, -4.2572, 1.0195], [2.3640, -4.2372, 0.3761], [-5.8915, -6.2634, -0.1162], [-4.8903, -7.6610, -0.2503], [-5.1388, -6.6527, -1.6257], [-2.7493, -5.7066, -1.8404], [-2.5154, -7.2068, -0.9261], [-1.5110, -4.5638, -0.0344], [-0.4811, -5.9644, -0.6438], [-2.2300, -6.2665, 1.6851], [-0.3667, -6.2729, 3.1762], [-0.9307, -4.6874, 2.6210], [1.3493, -6.3226, 1.3184], [1.6544, -5.3508, 2.6916], [2.5057, -5.1702, -0.1695], [3.1888, -4.0521, 1.0642], [2.4203, -3.3962, -0.3150], [6.6376, 5.4381, 1.2431], [6.2908, 4.0556, 1.3969], [4.9598, 3.8551, 1.8462], [4.8083, 2.3313, 2.1247], [4.7057, 1.6658, 0.8284], [3.3963, 1.7354, 0.2690], [3.1755, 0.8916, -0.9553], [4.0382, 1.4373, -1.9372], [3.9145, 0.7272, -3.2139], [6.6014, 6.0308, 2.1571], [6.0316, 5.8530, 0.4376], [7.6918, 5.5591, 0.9940], [4.3519, 4.2180, 1.0174], [4.7192, 4.4162, 2.7492], [3.8932, 2.1568, 2.6905], [5.6380, 1.7959, 2.5863], [5.3554, 2.1202, 0.2027], [3.2239, 2.7465, -0.0999], [2.7028, 1.4494, 1.0598], [2.1394, 0.8745, -1.2935], [3.3725, -0.1667, -0.7844], [4.5274, 1.2124, -3.9736], [2.9286, 0.6952, -3.6778], [4.2332, -0.3028, -3.0541], [-0.0678, -1.1696, 0.6699], [-1.8145, -1.5748, 1.5944], [1.3327, -0.5741, 1.9211], [-0.4927, 0.2395, -0.6740], [0.2818, -2.0739, 0.1718]],
  "forces_ev_per_angstrom": [[-1.09, -0.40, -0.06], [-1.06, 0.83, 1.24], [0.44, -0.13, -0.52], [1.11, -0.83, 0.34], [0.00, -0.91, -0.56], [-0.45, 3.13, 0.74], [-0.37, -0.56, -0.14], [-1.03, -2.56, 1.29], [0.83, 0.25, -0.42], [-0.14, 0.04, -0.31], [0.70, 0.05, -0.51], [0.35, -0.14, 0.19], [-0.36, -0.37, 0.05], [0.39, 0.21, -0.36], [-0.41, 0.22, 0.22], [0.07, -0.15, 0.01], [0.13, 0.43, -0.41], [-0.30, -0.07, -0.20], [0.53, 0.23, 0.30], [0.13, -0.09, -0.21], [0.24, 0.38, -0.05], [-0.03, 0.74, -0.26], [0.44, -0.13, 0.01], [-0.24, -0.14, -0.42], [-0.35, -0.13, 0.27], [-0.24, -0.58, -0.30], [1.16, -0.40, 0.61], [-1.80, -0.06, 1.40], [0.12, -0.27, -0.09], [0.81, 0.13, -1.55], [-0.12, 0.87, 0.18], [-2.03, -0.49, 0.91], [1.27, 0.23, -0.51], [0.28, 0.43, 0.22], [0.50, -0.15, 0.24], [0.46, 0.44, -0.31], [0.25, 0.11, -0.13], [-0.48, -0.35, -0.10], [0.67, 0.35, -0.10], [-0.15, 0.37, -0.22], [-0.37, -0.09, -0.47], [-0.44, -0.22, -0.05], [0.39, 0.38, 0.19], [-0.27, -0.16, -0.43], [-0.01, 0.21, 0.34], [0.37, -0.10, -0.20], [0.32, -0.34, 0.25], [-0.34, -0.01, -0.20], [0.19, -0.56, -0.17], [0.97, 0.82, 0.67], [0.89, -0.68, 0.62], [-0.31, 0.55, -1.65], [0.43, -1.05, 0.04], [-0.70, 0.27, -0.25], [0.32, -0.34, -0.14], [-0.54, -0.77, -2.04], [0.51, 0.39, 0.92], [-0.82, -0.13, 0.30], [-0.08, 0.39, 0.10], [0.01, -0.65, -0.47], [-0.78, -0.30, 0.19], [0.20, 0.36, 0.13], [0.02, -0.07, 0.10], [0.21, 0.97, 0.63], [0.27, -0.19, -0.12], [-0.71, 0.43, 0.23], [-0.18, 0.33, -0.33], [-0.17, 0.61, 0.01], [0.59, -0.29, 0.19], [0.37, 0.05, 0.42], [-0.53, 0.24, 0.62], [0.15, -0.10, -0.15], [-0.84, 0.78, 0.35], [1.43, 0.02, -0.49], [-1.02, -0.63, -0.59], [0.44, -0.85, 0.75], [-0.20, 0.20, 0.19]]
}

---

No. 3
{
  "formula": "C19H46LiN2O15P",
  "method": "ωB97M-V with the def2-TZVPD basis set",
  "spin_multiplicity": 1,
  "homo_energy_ev": -5.4,
  "lumo_energy_ev": 0.217,
  "orbital_gap_ha": 0.2079,
  "e_above_lowest_kj_mol": 334.9,
  "species": ["C", "N", "C", "C", "C", "C", "O", "H", "H", "H", "H", "H", "H", "H", "H", "H", "H", "H", "H", "H", "H", "C", "N", "C", "C", "C", "C", "O", "H", "H", "H", "H", "H", "H", "H", "H", "H", "H", "H", "H", "H", "H", "Li", "P", "O", "O", "O", "O", "C", "O", "C", "O", "O", "C", "H", "H", "H", "H", "H", "H", "C", "O", "C", "O", "O", "C", "H", "H", "H", "H", "H", "H", "C", "O", "C", "O", "O", "C", "H", "H", "H", "H", "H", "H"],
  "xyz": [[-5.3842, -0.0247, 0.1071], [-4.5573, -1.0222, 0.9114], [-5.5111, -1.4467, 1.8802], [-4.1505, -2.0921, -0.0696], [-3.3056, -0.3962, 1.5091], [-2.5537, -1.0993, 2.5627], [-1.2592, -0.5739, 2.6923], [-4.7391, 0.5046, -0.6717], [-6.0407, 0.7444, 0.6172], [-6.0444, -0.5170, -0.5283], [-5.0243, -2.3195, 2.4714], [-6.1356, -1.9234, 1.3662], [-5.8252, -0.6688, 2.4375], [-3.5730, -2.9384, 0.5488], [-3.5146, -1.6484, -0.7542], [-4.6369, -2.4958, -0.7621], [-3.6843, 0.6278, 1.7225], [-2.6683, -0.0966, 0.7414], [-2.3484, -2.0651, 2.3477], [-2.9978, -1.1698, 3.4294], [-0.7243, -0.9138, 1.9123], [4.5530, -4.9719, -0.2261], [4.3214, -3.5826, 0.0631], [5.6251, -3.0558, 0.5537], [4.0186, -2.8193, -1.1697], [3.2575, -3.2789, 1.0630], [2.9799, -1.8055, 1.5243], [1.8114, -1.9188, 2.3189], [3.6305, -5.3566, -0.7210], [4.7425, -5.7577, 0.5046], [5.3042, -5.2142, -0.9401], [5.3364, -1.9578, 0.7155], [6.4035, -3.3880, -0.0339], [5.9196, -3.4309, 1.5789], [3.9321, -1.7055, -1.1092], [3.0557, -3.2365, -1.6387], [4.6644, -2.8243, -1.9799], [3.3738, -3.8516, 2.0729], [2.3783, -3.7888, 0.7940], [2.8579, -1.3506, 0.5308], [3.8583, -1.5238, 2.2840], [0.9526, -1.7425, 1.7714], [0.5694, -0.2821, -0.7141], [-0.4179, -2.4154, -0.5234], [-0.9870, -1.2710, -1.2045], [-0.1396, -1.3690, 0.7127], [0.9036, -2.1780, -0.9807], [-1.0814, -3.7143, -0.2165], [1.4889, -0.7313, -3.9271], [2.3159, 0.4461, -3.7582], [2.2548, 1.2271, -2.6541], [1.4707, 1.0581, -1.6952], [2.9937, 2.3080, -2.7150], [2.7429, 3.4094, -1.9433], [0.5822, -0.5753, -3.4922], [1.8664, -1.5614, -3.3838], [1.4115, -1.0591, -4.9797], [2.4315, 4.2885, -2.3610], [3.8258, 3.6767, -1.4630], [1.9167, 3.3614, -1.0435], [-5.1939, 4.6894, -1.4184], [-3.9111, 4.2914, -1.9237], [-3.3371, 3.2621, -1.3306], [-3.7297, 2.6574, -0.3215], [-2.2763, 2.7931, -2.1478], [-1.7049, 1.5769, -1.8663], [-6.0362, 4.2411, -1.6991], [-5.5128, 5.5506, -1.6755], [-5.2561, 4.8134, -0.3887], [-2.3349, 0.8558, -2.1565], [-1.5009, 1.4268, -0.8191], [-0.8418, 1.1790, -2.5859], [1.8740, 6.1934, 1.8507], [1.1879, 5.1103, 2.1971], [1.6128, 3.8755, 1.8944], [2.7715, 3.6602, 1.4092], [0.8518, 2.9005, 2.2658], [1.0518, 1.5398, 1.9884], [2.8594, 6.2303, 2.3566], [1.5965, 7.2006, 1.9951], [1.9858, 6.1663, 0.7242], [1.7404, 1.1735, 1.2192], [0.2995, 1.1700, 1.5005], [1.3575, 0.9206, 2.8473]],
  "forces_ev_per_angstrom": [[1.75, 2.65, -1.31], [-0.31, 1.19, -2.80], [6.72, -2.57, 3.99], [6.09, 0.38, 7.75], [-2.25, 2.56, -0.31], [3.22, 1.35, -2.72], [-1.20, 1.85, 2.02], [-0.38, -0.45, 1.58], [1.46, -0.97, 0.27], [-1.25, -1.66, -0.69], [-0.65, 1.76, -0.31], [-6.15, -3.40, -3.80], [-1.15, 2.31, 2.00], [-0.99, 2.03, -1.60], [2.74, 1.32, -0.50], [-6.62, -3.39, -4.53], [0.14, -0.52, 1.07], [1.27, -0.55, -1.84], [-0.09, -3.67, -1.59], [-2.56, 0.43, 4.88], [0.12, -0.60, -1.28], [-2.78, -3.28, -1.64], [2.31, 1.21, 0.73], [-1.90, 2.33, 3.80], [-3.69, 0.54, -1.55], [-0.09, -1.48, 3.91], [0.24, -1.83, 1.13], [1.33, 0.44, -0.24], [0.39, 0.31, 0.31], [-0.12, 1.14, 1.29], [0.92, 0.97, -0.82], [1.65, -1.31, -0.60], [1.53, 0.19, -1.94], [-0.98, 0.09, -0.91], [-0.43, -1.10, 1.17], [0.91, 0.91, 1.26], [2.43, -1.24, -0.98], [1.01, 0.69, -1.69], [-1.48, 0.14, -1.39], [-0.10, 1.28, 0.84], [-1.68, 0.13, -2.12], [-0.02, 0.00, -1.01], [-0.58, -1.02, 0.04], [-2.74, 0.44, 5.04], [-7.58, 4.20, -6.28], [0.48, -0.35, 5.60], [11.21, -3.23, -4.34], [-0.05, -0.08, -0.19], [1.60, -0.41, -0.65], [1.18, 1.37, 0.57], [-3.50, -1.04, 1.28], [1.72, -0.32, -1.89], [0.35, -1.36, -2.59], [1.69, 0.55, 6.87], [-2.85, 0.57, 0.95], [0.74, -0.63, 0.69], [0.27, 0.99, 0.39], [-0.66, 1.78, -2.61], [-2.81, -0.58, -0.71], [2.38, -0.91, -2.10], [3.78, -2.79, 2.35], [-0.63, 0.48, -0.16], [0.86, -3.88, 0.38], [0.93, 1.76, -2.17], [-2.18, 3.98, 0.55], [3.22, -1.22, -0.23], [-2.71, -3.86, -1.50], [-0.36, 6.87, -2.82], [0.60, -0.61, 2.18], [-2.97, -2.96, -0.48], [0.51, 0.04, 0.27], [-1.21, 2.13, 1.68], [4.69, 1.11, -3.29], [-4.00, -2.98, 1.91], [6.32, -0.72, -1.50], [-3.53, 1.20, 0.94], [-1.85, 1.29, 0.59], [4.97, -0.67, 1.34], [-0.01, -0.51, -0.63], [-2.30, 0.65, 1.04], [0.62, 0.08, 1.02], [1.34, 1.56, 0.02], [-5.59, -1.80, -1.46], [-0.68, 0.73, 0.06]]
}